1.
Computed, not measured: C30H27Br2IrN4OS2 as an isolated structure at a distorted geometry, with the ωB97M-V functional and the def2-TZVPD basis.

Element x y z (Å)
Ir (0.27285, -0.53589, 0.02001)
C (-2.63235, -0.24289, -1.57499)
N (-2.14375, -0.73329, -0.28229)
C (-2.66955, 0.14271, 0.77931)
C (-2.33795, -0.39999, 2.16021)
N (-0.90305, -0.40579, 2.42411)
C (-0.62525, -1.43319, 3.43221)
C (-0.29585, 0.84611, 2.74011)
C (-0.97695, 1.99621, 3.10921)
C (-0.29015, 3.16521, 3.40921)
C (1.09395, 3.21171, 3.34181)
C (1.79735, 2.07891, 2.98251)
C (1.11435, 0.90611, 2.66761)
S (2.00735, -0.47729, 2.11681)
C (-2.56495, -2.11639, -0.15429)
C (-3.91545, -2.44399, -0.15629)
C (-4.34165, -3.76029, -0.14819)
C (-3.40995, -4.78709, -0.13919)
C (-2.06755, -4.48399, -0.10789)
C (-1.62715, -3.15709, -0.09829)
S (0.09805, -2.93249, 0.02851)
H (-3.72565, -0.25439, -1.60659)
H (-2.26835, -0.88109, -2.37619)
H (-2.29305, 0.77881, -1.73849)
H (-3.76135, 0.23701, 0.70061)
H (-2.22275, 1.12981, 0.63631)
H (-2.68055, -1.43739, 2.21131)
H (-2.89145, 0.15891, 2.92421)
H (-1.24965, -1.27699, 4.31811)
H (0.41635, -1.41689, 3.73631)
H (-0.84135, -2.41619, 3.01901)
H (-2.05245, 2.01271, 3.17931)
H (-0.84105, 4.04441, 3.70781)
H (1.62175, 4.12421, 3.56841)
H (2.87495, 2.08831, 2.91671)
H (-4.65905, -1.66209, -0.17089)
H (-5.39675, -3.98379, -0.15109)
H (-3.72725, -5.81589, -0.15639)
H (-1.31835, -5.25869, -0.07669)
Br (0.38605, 4.73331, 0.01981)
C (1.88295, 3.59341, -0.16129)
C (3.17345, 4.09501, -0.17459)
C (4.25255, 3.24051, -0.27199)
Br (6.00255, 3.97211, -0.21759)
C (4.06515, 1.84211, -0.41599)
C (5.10325, 0.89381, -0.49989)
C (4.80005, -0.43429, -0.69039)
C (3.45915, -0.81979, -0.76929)
N (2.47315, 0.03921, -0.63149)
C (2.73675, 1.34691, -0.46529)
C (1.59405, 2.21381, -0.26469)
O (0.41355, 1.77011, -0.18509)
H (3.32495, 5.16151, -0.11329)
H (6.12745, 1.22171, -0.38799)
H (5.57675, -1.17969, -0.76669)
H (3.17785, -1.85089, -0.92809)
C (-0.05335, -0.37369, -5.20159)
C (0.10615, -1.58049, -4.53689)
C (0.27375, -1.56389, -3.16179)
N (0.27285, -0.44199, -2.44899)
C (0.10815, 0.71221, -3.08729)
C (-0.05545, 0.79651, -4.45959)
H (-0.17725, -0.34919, -6.27349)
H (0.10625, -2.51799, -5.07349)
H (0.39805, -2.48609, -2.60999)
H (0.08405, 1.60141, -2.47759)
H (-0.17915, 1.75611, -4.93729)

Summary:
total charge = +1
2S+1 = 2
frontier orbital gap (alpha / beta) = 5.6 / 4.7 eV
HOMO (alpha / beta) = -9.97 / -9.97 eV
energy above the lowest of the compared OMol25 structures with the same formula, charge and spin = 65.36 kcal/mol
LUMO (alpha / beta) = -4.41 / -5.27 eV


2.
Computed, not measured: a 2-piece molecular cluster, C11H14OS overall at a distorted geometry, with the ωB97M-V functional and the def2-TZVPD basis.

Element x y z (Å)
C (-3.19215, -1.19481, 0.41672)
C (-2.93230, 0.03689, 0.95855)
C (-2.42443, -1.61535, -0.64591)
C (-1.86823, 0.84791, 0.57707)
C (-1.37766, -0.76373, -1.12227)
C (-1.04338, 0.40742, -0.45742)
C (0.54207, 2.54231, -0.73059)
C (0.28917, 1.10269, -0.68398)
C (1.25944, 0.32559, 2.08569)
C (2.81616, -1.62157, -1.26991)
C (1.71484, 0.15121, 0.64413)
O (0.93239, 1.62393, -1.82288)
S (1.77422, -1.59345, 0.25458)
H (-4.08652, -1.79404, 0.76445)
H (-3.66651, 0.53177, 1.67462)
H (-2.61752, -2.52525, -1.25574)
H (-1.59331, 1.73388, 1.08673)
H (-0.83653, -1.05711, -1.91264)
H (-0.20966, 3.14553, -1.03778)
H (1.43235, 2.91640, -0.23735)
H (0.56538, -0.38823, 2.25519)
H (0.89196, 1.27733, 2.22848)
H (2.20010, 0.06312, 2.68910)
H (3.66298, -0.95957, -1.29048)
H (2.05084, -1.34721, -2.18891)
H (3.17242, -2.62355, -1.42680)
H (2.54388, 0.77789, 0.44737)

Summary:
2S+1 = 3
frontier orbital gap (alpha / beta) = 5.5 / 7.3 eV
HOMO (alpha / beta) = -4.73 / -8.85 eV
LUMO (alpha / beta) = 0.82 / -1.56 eV


3.
Computed, not measured: C54H54AsN5NaO6P as an isolated structure at a distorted geometry, with the ωB97M-V functional and the def2-TZVPD basis.

Element x y z (Å)
Na (1.67918, -0.91262, 0.46230)
N (-0.64205, -0.12260, 2.32319)
C (-0.01748, 0.00070, 3.52470)
C (-0.64887, -0.28110, 4.70637)
C (0.01339, -0.08887, 5.90558)
C (1.33641, 0.34804, 6.02111)
C (2.02718, 0.60322, 4.80972)
C (3.35998, 1.00653, 4.76369)
C (4.05301, 1.08172, 3.55102)
C (3.31119, 0.81776, 2.37478)
N (2.01895, 0.57675, 2.45080)
C (1.34953, 0.45305, 3.59150)
H (-1.53232, -0.50789, 2.28882)
H (-0.31970, 0.31844, 1.47563)
H (-1.65479, -0.68101, 4.68946)
H (-0.48207, -0.36958, 6.82367)
H (1.85389, 0.40012, 7.01618)
H (3.89123, 1.14326, 5.74435)
H (5.10798, 1.28317, 3.58997)
H (3.79175, 0.74708, 1.40474)
C (-3.80874, -2.35892, -3.04725)
C (-4.91212, -1.75824, -2.47934)
C (-4.81247, -0.84004, -1.48399)
C (-3.56713, -0.61890, -0.92102)
C (-2.47977, -1.26415, -1.44255)
C (-2.57712, -2.14867, -2.49626)
P (-3.29974, 0.60525, 0.41390)
C (-3.69540, 2.20864, -0.49445)
C (-3.60914, 3.40527, 0.24431)
C (-3.90158, 4.62726, -0.35657)
C (-4.19592, 4.71357, -1.68942)
C (-4.37796, 3.51336, -2.40047)
C (-4.06357, 2.32710, -1.82886)
C (-4.93763, 0.43297, 1.27862)
C (-5.90866, 1.37710, 1.21442)
C (-7.16494, 1.08687, 1.75455)
C (-7.50112, -0.12809, 2.29827)
C (-6.44882, -1.08407, 2.46638)
C (-6.73297, -2.39236, 2.88937)
C (-5.71544, -3.32122, 2.92037)
C (-4.36653, -2.91033, 2.63759)
C (-4.01928, -1.63589, 2.23577)
C (-5.12137, -0.76498, 2.02389)
H (-3.97309, -3.02998, -3.89765)
H (-5.88311, -1.98276, -2.82892)
H (-5.65623, -0.35592, -1.06079)
H (-1.53167, -1.13028, -1.00774)
H (-1.68521, -2.65233, -2.85860)
H (-3.41456, 3.31936, 1.27887)
H (-3.78072, 5.58673, 0.14975)
H (-4.42122, 5.66064, -2.15254)
H (-4.74298, 3.47268, -3.41212)
H (-4.10455, 1.39772, -2.39226)
H (-5.76577, 2.31318, 0.66085)
H (-7.97117, 1.80361, 1.65092)
H (-8.48335, -0.42390, 2.63385)
H (-7.76282, -2.70287, 3.10470)
H (-5.91137, -4.36609, 3.08387)
H (-3.57205, -3.65468, 2.67943)
O (0.41992, -3.19516, -2.03062)
H (1.37739, -3.07865, -1.90146)
H (0.07946, -3.39623, -1.09621)
N (-3.23561, 1.99591, -5.74113)
C (-2.27442, 1.51989, -5.31265)
C (-1.14180, 0.78638, -4.89749)
C (-1.14129, -0.62103, -5.01210)
C (-0.03538, -1.35149, -4.65611)
C (0.99492, -0.69711, -4.01804)
N (1.02669, 0.62146, -3.87376)
C (-0.01268, 1.33757, -4.28973)
H (-1.98627, -1.20876, -5.39939)
H (0.01576, -2.46433, -4.67370)
H (1.75978, -1.28405, -3.51310)
H (0.00349, 2.42624, -4.20022)
C (9.50265, 0.16644, -2.25572)
C (8.07526, -0.27708, -2.22072)
C (7.04806, 0.37085, -2.95166)
C (5.70847, 0.02991, -2.88908)
C (4.75483, 0.72408, -3.81262)
C (5.38137, -0.99123, -2.02853)
C (6.34339, -1.63026, -1.19959)
C (5.91892, -2.55823, -0.06046)
C (7.68723, -1.28650, -1.37649)
C (3.91319, -1.21238, -1.69128)
O (3.19664, -2.04952, -2.23841)
O (3.56341, -0.39145, -0.75846)
H (9.57769, 1.04255, -2.93647)
H (10.18109, -0.65999, -2.47864)
H (9.75373, 0.52125, -1.25587)
H (7.32600, 1.11843, -3.70883)
H (4.74902, 1.80832, -3.63166)
H (3.72395, 0.36115, -3.57576)
H (5.04833, 0.51696, -4.82805)
H (6.82089, -2.91757, 0.39645)
H (5.34602, -3.38259, -0.51086)
H (5.35283, -2.01876, 0.69678)
H (8.42026, -1.63035, -0.71106)
O (-0.64429, -3.71317, 0.33031)
C (-0.17801, -3.37554, 1.42172)
C (-0.95549, -3.48827, 2.74599)
C (0.17887, -3.42467, 3.73755)
C (1.32659, -2.79467, 2.95126)
O (2.33384, -2.29726, 3.44607)
N (1.05551, -2.86127, 1.61240)
H (-1.51057, -4.40793, 2.73847)
H (-1.65758, -2.66507, 2.78943)
H (0.52056, -4.35946, 4.16634)
H (-0.03609, -2.86688, 4.66568)
C (0.75962, 3.64093, 1.67461)
As (0.76490, 2.79018, -0.06497)
C (-0.29109, 3.94224, -1.23833)
C (2.61319, 2.91445, -0.61101)
O (0.15809, 1.25665, -0.02367)
H (1.06140, 4.71293, 1.59165)
H (1.48605, 3.11426, 2.30885)
H (-0.23712, 3.52257, 2.07297)
H (-1.29984, 4.00499, -0.91770)
H (-0.31352, 3.46639, -2.23445)
H (0.18626, 4.92842, -1.33751)
H (2.62094, 2.40364, -1.50718)
H (3.23312, 2.43449, 0.16772)
H (2.96240, 3.93457, -0.72996)

Summary:
total charge = -2
frontier orbital gap = 5.0 eV
HOMO = -1.57 eV
LUMO = 3.40 eV


4.
Computed, not measured: a 2-piece molecular cluster, C2H6ClO overall at a distorted geometry, with the ωB97M-V functional and the def2-TZVPD basis.

Element x y z (Å)
H (-0.90172, 0.46187, 3.98391)
C (-3.97942, -2.57980, 3.98411)
C (-4.83578, -1.38416, 3.98493)
Cl (-6.57454, -1.62010, 3.98490)
H (-3.52258, -2.85236, 3.06719)
H (-3.52420, -2.85239, 4.90170)
H (-4.63336, -0.81436, 4.91282)
H (-4.63362, -0.81453, 3.05711)
O (0.04998, 0.25018, 3.98411)
H (0.03853, -0.75040, 3.98456)

Summary:
2S+1 = 2
frontier orbital gap (alpha / beta) = 9.8 / 10.1 eV
HOMO (alpha / beta) = -9.23 / -10.80 eV
energy above the lowest of the compared OMol25 structures with the same formula, charge and spin = 2.32 kcal/mol
LUMO (alpha / beta) = 0.52 / -0.72 eV